18
Properties=species:S:1:pos:R:3 method="wB97M-V/def2-TZVPD" e_homo_ev=-8.4405 fmax_ha_per_bohr=0.09486 homo_lumo_gap_ev=9.36 total_charge=0
C -0.50 0.41 -1.37
C 0.38 0.98 -0.30
C -0.65 0.02 0.16
C -0.50 -1.49 0.41
C -1.79 0.51 1.03
N 2.36 0.58 -0.69
S 3.09 -0.40 0.44
H -1.35 0.89 -1.78
H 0.00 -0.43 -1.86
H 0.49 2.05 -0.05
H -0.29 -1.80 1.39
H 0.33 -1.70 -0.20
H -1.54 -1.89 0.10
H -1.73 0.13 2.12
H -2.83 0.12 0.70
H -1.78 1.56 1.11
H 2.21 0.08 -1.58
H 4.09 0.38 0.37